# 1
The following is a quantum chemistry calculation of a molecular structure, C33H37N5SeSiSn, from OMol25.

- E_LUMO: 0.39 eV
- Relative energy (zero: lowest compared OMol25 entry of this formula, charge and spin): 30.5 kcal per mole
- Total charge: 0
- Molecular weight: 729.45 g/mol
- Orbital gap: 5.90 eV

```
78
Properties=species:S:1:pos:R:3:forces:R:3
Sn 0.6391 -0.2909 -0.4195 -0.03 -0.24 0.04
C 0.6850 -3.2824 1.9387 -0.01 -0.05 -0.03
C -0.1093 -4.1723 0.9896 -0.09 0.06 0.04
C -1.1142 -3.4879 0.0854 0.02 0.07 0.02
C -1.8358 -4.2262 -0.8410 -0.01 -0.04 0.00
C -2.8577 -3.6041 -1.5453 0.03 -0.04 0.00
C -3.1274 -2.2692 -1.3124 0.06 0.06 -0.04
C -2.3221 -1.5855 -0.4114 0.03 0.02 -0.02
N -1.3425 -2.1856 0.2663 0.01 -0.05 0.12
N 1.7155 -2.4055 1.3698 -0.04 0.04 0.11
C 2.7454 -3.1562 0.6759 0.07 0.03 0.01
C 3.6925 -2.3320 -0.1779 0.00 -0.03 0.01
C 4.6386 -2.9971 -0.9553 0.01 0.01 0.05
C 5.4963 -2.2569 -1.7458 0.00 0.02 -0.02
C 5.3889 -0.8724 -1.7404 0.00 -0.04 0.01
C 4.4181 -0.2970 -0.9423 0.01 0.05 -0.01
N 3.5864 -1.0082 -0.1769 -0.07 0.00 -0.04
C 2.2922 -1.6160 2.4541 -0.05 0.00 -0.02
C 1.3586 -0.5697 3.0214 -0.01 -0.05 -0.08
C 1.5486 -0.1184 4.3234 -0.06 -0.04 0.03
C 0.7176 0.8646 4.8261 0.01 0.00 0.02
C -0.2947 1.3639 4.0204 0.03 0.01 0.02
C -0.4049 0.8713 2.7363 0.02 -0.05 -0.10
N 0.4056 -0.0665 2.2374 0.06 -0.01 -0.02
H 1.1463 -3.9312 2.7043 -0.01 -0.02 -0.03
H -0.0320 -2.6411 2.4489 0.01 0.05 0.05
H -0.6956 -4.8239 1.6469 0.04 -0.05 -0.02
H 0.5179 -4.8544 0.4125 0.05 0.06 -0.04
H -1.6145 -5.2762 -0.9882 -0.01 0.00 0.00
H -3.4410 -4.1636 -2.2660 0.00 0.00 0.01
H -3.9181 -1.7397 -1.8265 0.01 0.00 -0.01
H -1.5524 0.2460 0.2837 0.02 0.01 -0.08
H 2.2676 -3.8724 0.0073 -0.04 0.01 0.01
H 3.3497 -3.7534 1.3839 -0.01 -0.01 -0.02
H 4.6907 -4.0789 -0.9376 0.00 0.00 0.01
H 6.2358 -2.7507 -2.3630 0.00 0.00 0.00
H 6.0372 -0.2533 -2.3446 0.00 0.00 0.00
H 4.2788 0.7783 -0.9123 -0.02 0.00 0.01
H 3.1709 -1.0911 2.0820 0.02 -0.02 -0.05
H 2.6215 -2.2784 3.2728 0.01 0.05 0.03
H 2.3375 -0.5448 4.9292 0.00 0.00 0.00
H 0.8501 1.2306 5.8360 0.01 0.00 0.00
H -0.9773 2.1247 4.3718 -0.01 -0.01 -0.01
H -1.1731 1.2431 2.0697 -0.01 0.01 -0.02
C -0.2767 1.0997 -4.4393 0.00 0.01 -0.01
C -1.5874 1.6019 -4.5910 0.01 -0.01 -0.01
C -2.4796 1.4863 -3.5736 -0.02 0.01 0.02
C -2.1216 0.8524 -2.3364 0.06 0.03 -0.09
N -0.8424 0.3687 -2.2175 -0.09 0.10 -0.08
C 0.0173 0.5091 -3.2472 0.01 0.01 0.04
C -3.0078 0.7100 -1.2588 -0.08 -0.06 0.08
C -4.2756 1.3478 -1.2175 0.05 0.01 -0.01
C -5.1044 1.3066 -0.1424 -0.02 -0.02 0.04
C -4.6708 0.6020 1.0355 -0.02 0.02 -0.03
C -3.4956 -0.0421 1.0864 0.08 0.02 0.02
C -2.5533 -0.1147 -0.0887 -0.11 0.05 0.10
H 0.4658 1.1742 -5.2196 0.00 0.00 0.00
H -1.8880 2.0719 -5.5196 0.00 0.00 0.00
H -3.4842 1.8581 -3.7048 0.00 0.01 0.01
H 1.0170 0.1065 -3.0806 0.00 0.01 0.00
H -4.5907 1.9289 -2.0750 0.00 -0.01 -0.01
H -6.0553 1.8199 -0.1514 0.00 0.00 0.00
H -5.3096 0.5963 1.9122 0.00 0.00 0.00
H -3.1868 -0.5691 1.9833 -0.01 -0.01 0.00
C 1.0810 5.0495 1.2915 0.01 0.01 0.00
Si 0.4393 4.0013 -0.1218 0.03 -0.14 -0.07
C -1.3821 3.6721 0.0994 -0.03 -0.02 0.05
C 0.7552 4.8684 -1.7483 -0.01 0.01 -0.01
Se 1.6948 2.0966 -0.1035 0.19 0.19 0.10
H 0.6583 6.0575 1.2570 -0.01 -0.01 0.01
H 2.1683 5.1312 1.2432 -0.01 0.02 0.00
H 0.8225 4.5987 2.2520 0.01 0.00 -0.01
H -1.9521 4.6053 0.0730 0.02 0.01 -0.01
H -1.5867 3.1899 1.0580 -0.01 0.02 -0.01
H -1.7649 3.0215 -0.6870 -0.04 -0.05 -0.03
H 0.3353 5.8780 -1.7518 -0.02 -0.01 0.00
H 0.3121 4.3052 -2.5724 0.00 -0.01 0.00
H 1.8288 4.9407 -1.9310 -0.01 0.02 -0.01
```
Positions in Å, forces in eV/Å.

***

# 2
The following is a quantum chemistry calculation of 2 unconnected molecules or ions with the total composition C3H5Cl in a non-equilibrium geometry, from OMol25.

- E_LUMO (spin up / spin down): 0.29 / -0.17 eV
- Relative energy (zero: lowest compared OMol25 entry of this formula, charge and spin): 105.9 kcal per mole
- Total charge: 0
- Molecular weight: 76.53 g/mol
- Orbital gap (spin up / spin down): 8.84 / 8.55 eV

```
9
Properties=species:S:1:pos:R:3:forces:R:3
C -0.6001 1.5574 -0.1927 -0.38 3.66 -0.81
C -0.9007 0.3510 0.0578 1.39 -1.86 0.37
C 1.1779 -1.4497 0.1711 -0.62 0.19 -1.91
Cl -2.2366 -0.5189 0.3206 -1.72 -0.92 0.09
H -1.2681 2.4225 -0.4346 -0.20 -1.11 0.33
H 0.3791 1.9611 -0.1671 1.22 -0.31 -0.07
H 1.1143 -2.1201 -0.7347 -0.25 0.43 1.48
H 1.6202 -0.4985 -0.1515 -0.02 -0.37 1.06
H 0.7141 -1.7047 1.1312 0.59 0.29 -0.55
```
Positions in Å, forces in eV/Å.

***

# 3
The following is a quantum chemistry calculation of C2H5N3O in the gas phase in a non-equilibrium geometry, from OMol25.

- E_LUMO: 0.76 eV
- Relative energy (zero: lowest compared OMol25 entry of this formula, charge and spin): 38.2 kcal per mole
- Total charge: 0
- Molecular weight: 87.08 g/mol
- Orbital gap: 9.32 eV

```
11
Properties=species:S:1:pos:R:3:forces:R:3
N -2.1442 -0.0405 0.3385 -0.28 0.03 -0.11
C -1.0204 -0.5690 -0.2516 -0.19 -0.19 -0.20
O -1.0173 -1.5923 -0.8897 -0.08 0.51 0.32
N 0.1349 0.1929 0.0422 -0.02 -0.13 -0.37
C 1.2872 -0.2299 -0.5084 -0.18 -0.01 0.37
N 2.3819 0.3250 0.0247 -0.09 -0.55 0.10
H -2.9840 -0.4791 -0.0093 -0.03 0.08 0.13
H -2.1948 0.9634 0.4198 -0.03 -0.04 0.03
H 0.0829 0.8606 0.8178 -0.01 -0.19 -0.16
H 3.0648 -0.4137 -0.0203 0.92 0.74 0.01
H 2.3754 0.9090 0.8679 -0.01 -0.24 -0.12
```
Positions in Å, forces in eV/Å.

***

# 4
The following is a quantum chemistry calculation of a molecular structure, C36H41BrGeKN5O2S2Se in a non-equilibrium geometry, from OMol25.

- E_LUMO (spin up / spin down): 2.20 / 1.85 eV
- Relative energy (zero: lowest compared OMol25 entry of this formula, charge and spin): 17.5 kcal per mole
- Total charge: -1
- Molecular weight: 910.46 g/mol
- Orbital gap (spin up / spin down): 5.51 / 5.14 eV
- ⟨S²⟩: 0.767
- 2S+1: 2

```
90
Properties=species:S:1:pos:R:3:forces:R:3
K 0.5883 -0.5860 -0.1811 0.09 1.45 -0.01
C -2.9079 -1.0350 0.6404 0.13 0.08 -0.08
C -2.3956 -0.5257 1.9456 -1.03 -0.51 0.07
C -3.0482 -0.7832 3.1072 0.48 0.22 -0.21
C -2.5057 -0.3997 4.3594 0.06 0.22 0.39
C -1.2155 0.0604 4.3819 -0.28 -0.04 -0.14
C -0.4959 0.2940 3.2027 0.38 -0.32 0.45
N -1.2426 0.3169 1.9792 0.38 1.05 0.26
C 0.9130 0.5108 3.1677 -0.02 -0.11 -0.11
C 1.6739 0.6087 4.3653 0.05 0.09 0.11
C 3.0355 0.7239 4.3020 -0.14 0.09 -0.06
C 3.6642 0.7719 3.0579 0.06 0.06 -0.13
C 2.8656 0.7120 1.9222 0.26 0.01 0.57
N 1.5406 0.5805 1.9667 -0.02 0.16 0.37
C 3.5122 0.7538 0.5889 0.36 0.14 -0.24
C 4.6723 1.4922 0.3777 0.02 -0.03 -0.03
C 5.2538 1.4693 -0.8765 -0.04 -0.10 0.00
C 4.6629 0.7206 -1.8771 0.03 -0.03 0.06
C 3.4978 0.0175 -1.5896 0.40 0.07 -0.15
C 2.7847 -0.7712 -2.6425 0.03 0.10 -0.02
N 2.9524 0.0347 -0.3795 0.81 0.12 0.02
H -3.7596 -1.6884 0.8287 0.07 -0.06 0.05
H -2.1361 -1.5972 0.1127 -0.09 -0.08 -0.09
H -3.2322 -0.2229 -0.0141 -0.06 -0.15 -0.02
H -3.9595 -1.3654 3.0815 0.00 -0.03 -0.15
H -3.0539 -0.5656 5.2750 0.00 -0.05 0.04
H -0.7288 0.1997 5.3357 0.05 0.01 0.02
H 1.1892 0.5864 5.3290 -0.01 -0.04 0.00
H 3.6189 0.7842 5.2133 0.00 -0.03 0.00
H 4.7396 0.8267 2.9796 0.02 0.00 -0.03
H 5.0956 2.0913 1.1692 -0.04 0.04 0.03
H 6.1555 2.0355 -1.0725 -0.01 0.03 -0.01
H 5.0830 0.6852 -2.8734 0.00 0.01 -0.01
H 3.4635 -1.0538 -3.4458 -0.01 -0.05 -0.02
H 1.9890 -0.1533 -3.0665 -0.05 -0.07 -0.04
H 2.3277 -1.6615 -2.2128 -0.01 -0.07 -0.08
Br -2.1271 -7.5189 2.9534 0.01 0.04 -0.03
C -1.3737 -5.7821 2.6955 -0.03 -0.09 0.08
C -1.3409 -4.9104 3.7702 0.01 0.02 0.04
C -0.7847 -3.6524 3.5875 0.09 -0.01 0.04
C -0.2872 -3.2837 2.3477 -0.02 -0.03 -0.10
C -0.3342 -4.1692 1.2788 0.03 -0.02 -0.16
C -0.8728 -5.4379 1.4557 0.03 -0.02 0.01
C 0.1492 -3.7542 -0.1090 -0.17 -0.26 0.16
O 0.8053 -4.5621 -0.7726 -0.02 -0.11 -0.04
O -0.2074 -2.5887 -0.4480 -0.44 -2.30 0.12
H -1.7327 -5.2084 4.7330 -0.03 -0.01 -0.02
H -0.7454 -2.9568 4.4155 -0.02 0.04 0.00
H 0.1440 -2.3012 2.2050 -0.06 0.04 0.06
H -0.8915 -6.1291 0.6244 0.02 -0.01 0.01
C -1.4100 4.9324 1.4014 0.00 -0.21 -0.07
C 0.0247 4.5766 1.2096 0.24 0.30 0.04
C 0.9928 4.7526 2.1585 -0.25 -0.03 -0.01
C 2.3211 4.4441 1.8101 0.03 -0.05 -0.36
N 2.6562 3.9861 0.6240 0.19 0.13 0.53
C 1.7016 3.7745 -0.3081 -0.13 0.17 -0.67
S 2.0576 3.1978 -1.8288 -0.16 -0.09 -0.06
N 0.3991 4.1362 -0.0129 0.04 -0.33 0.64
C 3.4272 4.6598 2.7953 -0.01 0.01 -0.06
H -1.5963 5.2374 2.4277 -0.01 -0.02 0.00
H -2.0225 4.0666 1.1572 -0.13 -0.10 0.02
H -1.6939 5.7413 0.7259 0.05 0.02 0.01
H 0.7446 5.1110 3.1456 -0.06 0.04 0.00
H -0.3247 3.7742 -0.6315 0.14 0.07 -0.12
H 3.2336 5.5446 3.4012 0.03 -0.01 0.06
H 4.3694 4.7691 2.2633 0.01 -0.01 0.01
H 3.4996 3.7940 3.4541 -0.02 -0.07 0.07
S -1.5452 1.4936 -0.4288 0.01 0.80 -0.12
C -1.0063 1.2909 1.1073 -0.86 -0.32 -0.20
C -3.8147 -2.2150 -4.9404 0.20 0.28 0.00
Ge -2.9368 -0.4529 -5.1307 0.03 -0.01 -0.11
C -4.0406 0.9178 -4.2320 0.19 -0.20 -0.11
C -2.7709 -0.0041 -7.0606 -0.13 -0.06 0.33
C -1.1245 -0.3941 -4.3514 -0.19 -0.19 0.03
Se -0.8308 -1.4789 -2.7331 -0.57 0.45 -0.67
C -0.3490 -3.1233 -3.6273 -0.06 -0.02 -0.03
H -4.8615 -2.1518 -5.2368 -0.03 0.05 -0.03
H -3.7694 -2.5354 -3.9003 0.03 0.00 0.05
H -3.3303 -2.9712 -5.5568 0.05 -0.01 -0.03
H -5.0974 0.8038 -4.4698 -0.03 -0.03 -0.03
H -3.7249 1.9157 -4.5354 0.04 0.03 -0.02
H -3.9162 0.8393 -3.1522 0.00 -0.03 0.05
H -3.7474 0.0252 -7.5427 -0.06 0.00 -0.03
H -2.1562 -0.7404 -7.5769 0.03 -0.06 0.01
H -2.3018 0.9720 -7.1787 0.02 0.05 0.02
H -0.9263 0.6315 -4.0323 0.01 0.03 -0.07
H -0.3587 -0.6696 -5.0787 -0.03 0.06 -0.06
H -1.2256 -3.5504 -4.1122 0.05 -0.03 -0.02
H 0.0267 -3.7929 -2.8547 0.03 -0.01 0.01
H 0.4291 -2.9207 -4.3632 0.01 -0.03 0.01
```
Positions in Å, forces in eV/Å.

***

# 5
The following is a quantum chemistry calculation of a molecular structure, C53H47GeN5O8Ti in a non-equilibrium geometry, from OMol25.

- E_LUMO (spin up / spin down): 2.30 / 2.14 eV
- Relative energy (zero: lowest compared OMol25 entry of this formula, charge and spin): 19.5 kcal per mole
- Total charge: -1
- Molecular weight: 1002.46 g/mol
- Orbital gap (spin up / spin down): 5.98 / 6.87 eV
- ⟨S²⟩: 3.773
- 2S+1: 4

```
115
Properties=species:S:1:pos:R:3:forces:R:3
Ti -1.4055 0.9844 -0.3103 0.76 -1.04 -0.81
O -1.2554 4.9069 0.4637 -0.39 0.50 0.09
C -1.6143 3.7825 0.1938 0.65 0.96 0.18
O -0.7954 2.7793 0.0946 -0.44 -0.06 0.23
C -3.0609 3.4470 -0.0943 -0.45 0.22 0.00
C -4.1950 4.2797 -0.0641 -0.61 0.15 0.15
C -5.4588 3.7395 -0.4084 1.74 -1.10 -0.31
C -5.5101 2.3669 -0.7462 0.46 0.77 0.54
C -4.3419 1.6220 -0.6795 0.71 0.21 0.28
N -3.1605 2.1594 -0.3908 -0.79 1.06 0.43
C -4.1169 0.1584 -0.8748 0.33 -0.50 -0.44
O -4.9727 -0.5313 -1.3570 -1.39 -0.93 -0.39
O -2.9285 -0.2641 -0.5587 -0.40 0.53 0.16
H -4.1533 5.3279 0.2803 0.38 -0.72 -0.39
H -6.3475 4.3495 -0.4697 0.00 0.07 0.21
H -6.4318 1.8760 -0.9691 -0.38 -0.24 -0.24
C -2.2822 -2.8075 -1.6974 0.50 0.47 -1.61
C -1.0945 -2.2442 -0.9673 -0.17 0.06 -0.01
O -0.1755 -2.8155 -0.5031 0.15 -0.28 0.11
H -1.9380 -3.6335 -2.3302 -0.06 -0.35 0.53
H -2.6478 -2.0729 -2.4240 -0.02 0.17 0.56
H -3.1044 -3.0331 -1.0460 -0.20 -0.22 0.47
C -2.5223 1.7240 3.2710 1.18 0.46 -0.89
Ge -1.5911 0.0984 2.4472 -0.78 0.31 0.66
C -2.7942 -1.4187 3.2274 0.31 0.32 -1.77
C -3.7534 -2.1094 2.4390 0.54 1.71 -1.20
C -4.4425 -3.1870 2.8965 -0.68 -0.63 -0.16
C -4.2398 -3.6380 4.1760 0.95 -0.36 1.24
C -3.2743 -3.0025 4.9694 0.23 0.00 0.15
C -2.5282 -1.9231 4.4830 -0.96 -0.27 -0.03
C 0.0183 -0.0213 3.7095 -0.07 -1.33 -0.07
C 0.4726 1.0515 4.4133 -1.60 1.12 -0.67
C 1.6462 1.0979 5.1671 0.24 -0.62 -0.21
C 2.3358 -0.0653 5.2795 -0.01 -1.44 -0.41
C 1.9031 -1.3202 4.6734 0.26 0.89 0.69
C 2.5834 -2.5715 4.9026 -1.21 0.32 -0.09
C 2.0767 -3.7525 4.3977 0.20 1.60 -0.35
C 0.9467 -3.6825 3.5296 0.55 0.78 0.23
C 0.2757 -2.4937 3.2884 1.05 -0.45 0.39
C 0.7374 -1.2585 3.8890 -0.66 -0.96 -0.84
H -2.4340 1.7405 4.3546 0.06 0.15 0.11
H -3.5644 1.7482 3.0098 -0.61 -0.17 -0.17
H -2.0625 2.6420 2.7959 -0.36 -0.79 0.78
H -4.0229 -1.8247 1.3919 0.69 0.20 0.91
H -5.1274 -3.6733 2.2093 -0.08 -0.12 0.21
H -4.7085 -4.5481 4.5357 -0.17 0.17 0.06
H -3.0198 -3.3423 5.9733 -0.31 -0.22 -0.18
H -1.7470 -1.4557 5.0576 0.09 -0.07 0.41
H -0.2186 1.8887 4.3698 0.53 0.49 0.08
H 2.0213 2.0221 5.5900 -0.14 -0.08 0.17
H 3.2239 -0.0954 5.8543 0.93 -0.03 0.51
H 3.4351 -2.5333 5.5545 0.42 -0.18 0.13
H 2.6097 -4.6787 4.5432 -0.06 -0.13 0.03
H 0.7660 -4.5790 2.9722 -0.75 -0.35 -0.14
H -0.5860 -2.5196 2.6301 0.12 0.19 0.02
C 0.3246 -3.9267 -5.1597 1.12 0.01 0.62
O -0.3142 -2.8372 -4.5373 0.15 0.94 -0.21
C 0.2380 -1.5833 -4.8817 -0.31 -1.92 0.67
C 1.5903 -1.4792 -5.1436 0.73 -0.49 0.13
C 2.1722 -0.2767 -5.4213 -0.87 1.32 -0.12
C 1.3719 0.8610 -5.4565 -0.70 -0.25 -0.33
C -0.0135 0.7491 -5.2268 0.15 0.50 -0.27
C -0.6264 -0.5031 -4.8983 -0.83 2.02 -0.09
N -2.0328 -0.6384 -4.6590 1.83 -1.82 0.23
C -2.9353 0.3565 -4.3666 -0.29 0.38 -0.19
C -2.5942 1.7463 -4.2017 0.90 0.01 0.04
C -3.0864 2.6858 -5.1219 0.51 0.92 1.29
C -2.7649 4.0408 -5.0279 -0.30 -0.26 -0.12
C -1.8998 4.4207 -4.0107 0.30 -0.18 -0.08
C -1.2891 3.5039 -3.1660 0.14 -0.90 0.42
C -1.6297 2.1240 -3.2130 -0.84 0.96 0.44
O -1.1843 1.2623 -2.3161 0.12 0.07 -0.29
H 1.3236 -4.1809 -4.7203 -0.68 0.40 -0.21
H 0.4499 -3.7222 -6.2081 0.12 -0.02 -0.61
H -0.2801 -4.7903 -5.0214 -0.71 -0.62 0.11
H 2.3006 -2.3004 -5.1120 -0.64 -0.32 0.10
H 3.2005 -0.1859 -5.6664 0.83 -0.13 -0.05
H 1.8449 1.7970 -5.7787 -0.55 -0.19 0.35
H -0.6228 1.6725 -5.3264 0.59 -1.06 0.05
H -2.2828 -1.6270 -4.4316 0.20 1.41 -0.40
H -3.9664 0.1869 -4.6082 -0.33 -0.65 -0.15
H -3.7678 2.3803 -5.8622 -0.71 -0.57 -0.91
H -3.1828 4.7823 -5.7325 0.23 -0.51 0.53
H -1.7012 5.4575 -3.8698 0.33 0.69 0.04
H -0.5387 3.7868 -2.4126 -0.51 0.13 -0.33
C 5.5776 3.8423 1.6124 -0.11 -0.93 -0.12
C 5.3619 2.3024 1.6660 0.84 2.35 0.32
C 4.1847 1.7660 2.1285 0.01 -0.27 -0.30
C 4.0444 0.4003 2.1948 1.41 -0.76 -0.33
C 5.1054 -0.4394 1.8168 -0.62 -0.63 -0.78
N 5.0092 -1.8907 1.7359 -1.27 2.02 -0.27
C 3.9588 -2.7936 1.5638 -0.05 1.05 0.58
O 4.0997 -3.9434 1.9011 0.26 -1.02 -0.02
N 2.7549 -2.3302 1.0980 1.26 1.96 -0.87
C 2.5270 -1.2159 0.2300 -0.70 -0.26 0.22
C 3.3229 -0.8806 -0.8513 0.75 -1.03 1.05
C 2.9100 0.0742 -1.7397 -1.06 0.53 -0.51
C 1.6518 0.6659 -1.5382 -0.39 0.36 0.46
N 0.8604 0.3994 -0.4316 1.23 0.19 -2.34
C 1.3145 -0.5238 0.3856 0.04 -0.78 0.49
C 6.3073 0.1214 1.3388 -0.81 -1.46 0.49
C 6.4155 1.4901 1.2931 0.01 -0.52 -0.07
H 6.3508 4.2306 2.2993 0.09 -0.52 -0.54
H 4.6900 4.3335 1.9610 -0.70 0.25 -0.06
H 5.7549 4.1449 0.5673 0.15 0.09 0.49
H 3.3230 2.3628 2.3686 -0.05 0.36 0.18
H 3.1232 0.0185 2.5167 -1.06 -0.73 0.46
H 5.8733 -2.3176 1.8949 1.10 -1.03 0.30
H 1.9870 -2.9357 1.2048 -0.85 -0.88 0.27
H 4.2729 -1.4033 -0.9960 -0.31 0.12 0.00
H 3.5382 0.2001 -2.6315 -0.66 0.48 0.34
H 1.1974 1.3613 -2.2531 0.29 -0.31 0.29
H 0.5759 -0.7930 1.1304 0.49 -0.17 0.41
H 7.0664 -0.6236 1.0291 -0.19 0.95 0.04
H 7.3138 1.9186 0.9194 0.64 0.44 -0.19
```
Positions in Å, forces in eV/Å.